Record 1
# CH3F3P2

A 2-piece molecular cluster, CH3F3P2 overall (ωB97M-V/def2-TZVPD, OMol25).

Results
**Electronic energy**: -1022.07770 hartree
**ΔE to the lowest compared entry with this formula, charge and spin**: 57.3 kcal/mol
**Kohn-Sham gap (alpha / beta)**: 7.9 / 7.8 eV
**HOMO (alpha / beta)**: -8.87 / -8.93 eV
**LUMO (alpha / beta)**: -1.0 / -1.1 eV

Geometry as ORCA input:
```
! RIJCOSX wB97M-V def2-TZVPD def2/J DEFGRID3
* xyz 0 1
C 1.598 0.571 -1.385
F 0.965 1.380 -2.279
F 2.433 1.431 -0.785
F 1.295 -1.854 -0.542
P -0.424 -0.130 1.522
P 1.932 -1.150 -1.870
H 0.905 0.017 1.919
H -0.595 1.270 1.812
H 0.759 -1.088 -2.679
*
```

***

Record 2
# CH3F4NP2

The molecule CH3F4NP2 (ωB97M-V/def2-TZVPD, OMol25).

Results
**Electronic energy**: -1176.79692 hartree
**<S²>**: 2.014
**Kohn-Sham gap (alpha / beta)**: 7.0 / 7.1 eV
**HOMO (alpha / beta)**: -6.46 / -10.52 eV
**LUMO (alpha / beta)**: 0.5 / -3.4 eV

Geometry as ORCA input:
```
! RIJCOSX wB97M-V def2-TZVPD def2/J DEFGRID3
* xyz 0 3
C 1.741 0.346 -0.375
N 0.613 -0.524 -0.622
F -2.567 0.261 1.751
F -0.217 -0.030 2.019
F -1.536 -1.413 -1.356
F -1.767 0.834 -1.459
P -1.464 -0.883 1.484
P -0.881 -0.234 -0.534
H 1.452 0.899 0.444
H 2.508 -0.286 -0.172
H 2.116 1.030 -1.181
*
```

***

Record 3
# CH3FIN

A 2-piece molecular cluster, CH3FIN overall (ωB97M-V/def2-TZVPD, OMol25).

Results
**Electronic energy**: -492.02244 hartree
**ΔE to the lowest compared entry with this formula, charge and spin**: 15.1 kcal/mol
**<S²>**: 2.006
**Kohn-Sham gap (alpha / beta)**: 6.4 / 5.8 eV
**HOMO (alpha / beta)**: -5.97 / -9.71 eV
**LUMO (alpha / beta)**: 0.5 / -3.9 eV

Geometry as ORCA input:
```
! RIJCOSX wB97M-V def2-TZVPD def2/J DEFGRID3
* xyz 0 3
C 0.538 0.467 0.953
N 1.028 0.717 -0.151
F -0.490 -1.634 -1.741
I -1.406 -0.050 1.838
H 1.257 0.811 1.709
H 0.432 0.789 -0.966
H -0.433 -1.864 -0.818
*
```

***

Record 4
# CH3FINS

The molecule CH3FINS (ωB97M-V/def2-TZVPD, OMol25).

Results
**SMILES**: CN(F)SI
**Electronic energy**: -890.29331 hartree
**ΔE to the lowest compared entry with this formula, charge and spin**: 36.3 kcal/mol
**Kohn-Sham gap**: 7.5 eV
**HOMO**: -9.36 eV
**LUMO**: -1.9 eV

Geometry as ORCA input:
```
! RIJCOSX wB97M-V def2-TZVPD def2/J DEFGRID3
* xyz 0 1
C -0.907 0.379 -0.076
N -0.051 -0.807 -0.137
F -0.113 -1.465 1.228
S 1.295 -1.002 -0.927
I 3.077 0.948 0.064
H -0.780 0.601 0.953
H -0.492 1.040 -0.750
H -2.028 0.306 -0.354
*
```

***

Record 5
# CH3FIP

A 2-piece molecular cluster, CH3FIP overall (ωB97M-V/def2-TZVPD, OMol25).

Results
**SMILES**: C=PF.I
**Electronic energy**: -778.78142 hartree
**ΔE to the lowest compared entry with this formula, charge and spin**: 20.9 kcal/mol
**Kohn-Sham gap**: 9.5 eV
**HOMO**: -9.35 eV
**LUMO**: 0.2 eV

Geometry as ORCA input:
```
! RIJCOSX wB97M-V def2-TZVPD def2/J DEFGRID3
* xyz 0 1
C -1.078 -0.677 1.047
F -1.600 -1.822 -1.117
P -1.133 -2.148 0.345
I 2.364 -0.021 0.101
H -1.626 0.177 0.579
H -0.482 -0.409 1.922
H 2.487 1.449 0.418
*
```

***

Record 6
# CH3FN2O

The molecule CH3FN2O (ωB97M-V/def2-TZVPD, OMol25).

Results
**SMILES**: [H]/N=N/[C@H](O)F
**Electronic energy**: -324.43580 hartree
**ΔE to the lowest compared entry with this formula, charge and spin**: 44.3 kcal/mol
**Kohn-Sham gap**: 10.3 eV
**HOMO**: -10.19 eV
**LUMO**: 0.1 eV

Geometry as ORCA input:
```
! RIJCOSX wB97M-V def2-TZVPD def2/J DEFGRID3
* xyz 0 1
C -0.287 -0.649 0.004
N 0.021 1.672 -0.496
N -0.320 0.799 0.304
O 0.604 -1.215 0.774
F 0.000 -1.254 -1.326
H -1.275 -1.181 0.053
H -0.109 2.506 0.007
H 1.366 -0.679 0.679
*
```

***

Record 7
# CH3FNO2S

An isolated ion of composition CH3FNO2S and charge -1 (ωB97M-V/def2-TZVPD, OMol25).

Results
**Electronic energy**: -743.20373 hartree
**ΔE to the lowest compared entry with this formula, charge and spin**: 27.0 kcal/mol
**Kohn-Sham gap**: 7.0 eV
**HOMO**: -2.95 eV
**LUMO**: 4.0 eV

Geometry as ORCA input:
```
! RIJCOSX wB97M-V def2-TZVPD def2/J DEFGRID3
* xyz -1 1
C -0.034 0.694 -0.546
N -0.153 -0.495 -1.243
O 0.687 -1.426 1.416
O 0.803 1.515 -0.890
F -1.007 0.432 2.065
S 0.630 0.052 1.439
H -1.065 1.106 -0.213
H -0.653 -1.089 -0.520
H 0.793 -0.789 -1.508
*
```

***

Record 8
# CH3FO2

A 2-piece molecular cluster, CH3FO2 overall (ωB97M-V/def2-TZVPD, OMol25).

Results
**SMILES**: O=CF.O
**Electronic energy**: -290.24221 hartree
**ΔE to the lowest compared entry with this formula, charge and spin**: 8.4 kcal/mol
**Kohn-Sham gap**: 11.5 eV
**HOMO**: -10.81 eV
**LUMO**: 0.7 eV

Geometry as ORCA input:
```
! RIJCOSX wB97M-V def2-TZVPD def2/J DEFGRID3
* xyz 0 1
C -1.232 0.855 0.335
O -0.466 0.138 -0.202
O 2.036 -0.917 -0.502
F -1.384 0.885 1.651
H -1.958 1.537 -0.081
H 1.099 -0.649 -0.426
H 1.904 -1.849 -0.775
*
```